The following is a quantum chemistry calculation of 3 unconnected molecules or ions with the total composition C3H13NO2 at a distorted geometry, from OMol25.

Geometry as XYZ:
```
19
Properties=species:S:1:pos:R:3:lowdin_charge:R:1
C 0.34 -1.78 -1.17 -0.106
C 1.59 -1.50 -0.34 -0.312
N 1.48 -0.23 0.40 -0.142
C 2.07 0.93 -0.26 -0.125
H 0.46 -2.73 -1.68 0.065
H 0.19 -1.02 -1.94 0.068
H -0.53 -1.87 -0.52 0.060
H 2.49 -1.52 -0.95 0.097
H 1.69 -2.30 0.39 0.105
H 1.83 -0.35 1.34 0.086
H 2.22 0.72 -1.32 0.074
H 1.41 1.78 -0.12 0.062
H 3.02 1.20 0.20 0.071
O -0.82 4.83 -1.17 -0.063
H -0.96 4.56 -0.26 0.030
H -1.40 4.23 -1.66 0.032
O -3.90 -2.50 2.45 -0.059
H -3.16 -1.99 2.11 0.027
H -3.83 -3.34 1.97 0.030
```

Summary:
energy relative to the best compared isomer or geometry (same formula, charge and spin): 1.110 eV
SMILES: CCNC.O.O
max |F|: 1.112 eV/A
HOMO: -8.733 eV
net charge: 0
gap between HOMO and LUMO: 9.403 eV